114
Properties=species:S:1:pos:R:3:forces:R:3 method="wB97M-V/def2-TZVPD" spin_multiplicity=4 total_charge=+1 gap_ev="8.3 / 8.4" molar_mass_da=1156.4 e_homo_ev="-10.305 / -10.476" total_energy_ev=-192715.926 lumo_ev="-1.97 / -2.09"
Co 1.625607 1.178104 -0.665264 -1.1 0.2 -0.5
Cl 6.538254 2.307180 -4.987622 0.4 0.1 -0.2
C 5.544649 1.426065 -3.921522 -1.2 -0.2 -1.0
C 4.318715 0.900054 -4.390620 -0.1 -0.3 1.4
Cl 3.832403 0.961196 -6.042010 0.5 0.2 0.2
C 3.452859 0.282677 -3.456382 1.3 0.6 -1.0
Cl 2.176315 -0.650085 -4.088683 -0.6 -0.2 0.1
C 3.728027 0.286136 -2.074249 -1.3 -0.3 -0.5
O 2.792209 -0.121316 -1.217486 1.0 -1.0 -0.5
C 4.987034 0.715274 -1.692445 -0.4 -0.5 0.4
Cl 5.395767 0.422035 -0.043288 0.2 0.2 0.1
C 5.880098 1.257833 -2.596538 -0.5 -0.1 0.3
Cl 7.337564 1.780561 -1.974536 1.6 0.6 0.2
C -3.102853 -3.909665 2.849051 -0.7 -0.9 -1.0
C -2.642710 -2.732572 2.023455 -0.2 -0.1 -0.7
C -3.020911 -3.116316 0.575324 -1.8 2.1 -0.2
C -1.126450 -2.711128 2.124957 0.5 -0.8 0.8
C -3.415403 -1.424389 2.479983 -0.9 -1.0 1.2
O -4.830353 -1.745205 2.274796 0.3 -0.1 0.1
C -3.322101 -1.086326 4.013606 0.0 0.8 -0.7
C -1.970124 -0.535941 4.491179 0.4 0.4 -0.2
C -0.947501 -1.356727 5.229090 -0.3 0.1 -0.8
C -1.293951 -2.377542 6.075791 0.1 -0.1 0.4
C -0.320202 -3.161155 6.679645 -1.5 -1.0 1.1
C 0.987167 -2.892181 6.496040 1.8 0.5 -0.7
Cl 2.264205 -3.840061 7.185377 -0.1 -0.2 0.2
C 1.364636 -1.865718 5.649077 -0.4 1.1 -1.0
C 0.400020 -1.105146 4.979546 0.4 -1.3 1.0
C -3.321912 -0.221243 1.552930 -0.2 1.4 0.2
N -2.028797 0.409696 1.234053 1.0 -0.2 -0.4
C -1.086783 0.043903 0.342502 -0.5 -0.2 -0.3
N -0.017085 0.808839 0.477997 -0.2 -1.3 -0.6
C -0.346129 1.633588 1.472786 1.4 1.2 0.4
N -1.521346 1.446463 1.952907 -1.6 0.0 0.9
H -2.656408 -4.844631 2.460646 -0.1 0.5 0.2
H -4.179871 -4.008319 2.790057 -0.2 -0.1 -0.1
H -2.863160 -3.839508 3.865875 0.6 0.2 1.6
H -2.676048 -4.042397 0.261028 1.2 -1.8 -0.2
H -2.744409 -2.416473 -0.225921 0.3 0.1 0.3
H -4.109367 -3.229832 0.457332 0.1 0.3 0.3
H -0.716669 -3.670456 1.732936 -0.3 0.7 -0.1
H -0.774698 -2.717786 3.162525 -0.2 0.2 -0.1
H -0.674686 -1.877064 1.632299 0.5 0.3 -0.4
H -5.373076 -1.255472 2.911578 0.3 -0.2 -0.1
H -3.681030 -1.943003 4.588176 0.1 0.1 -0.1
H -4.069837 -0.250996 4.171835 0.6 -0.9 -0.2
H -2.161625 0.346916 5.083887 -0.1 0.3 0.3
H -1.410190 -0.139591 3.650328 -0.2 0.1 -0.2
H -2.335736 -2.534322 6.293767 -0.2 -0.3 0.0
H -0.585679 -3.985755 7.348187 -0.1 0.3 -0.3
H 2.388277 -1.609257 5.426398 0.3 -0.4 0.3
H 0.734018 -0.431146 4.215067 -0.1 0.6 -0.1
H -4.011909 0.579101 1.933919 0.9 -0.6 -0.2
H -3.793871 -0.555231 0.650549 0.1 0.0 -0.8
H -1.151241 -0.732090 -0.413639 -0.4 0.1 0.4
H 0.388475 2.371553 1.785534 -0.6 0.0 0.3
S 0.299106 2.156690 -2.462754 0.2 0.1 -0.1
Sb -1.114047 0.719632 -3.578205 0.2 -0.1 0.8
C -3.059437 1.371096 -3.219796 0.2 0.1 -0.4
C -3.977244 0.661111 -2.490298 -1.8 0.2 0.3
C -5.292742 1.169566 -2.370550 1.0 -0.1 -0.3
C -5.640655 2.391320 -2.934431 0.1 -0.9 0.3
C -4.712684 3.057547 -3.707969 -0.1 1.6 -0.1
C -3.446391 2.560069 -3.837043 1.3 0.1 -0.9
C -1.086138 -1.313429 -2.965217 0.8 0.5 0.0
C -2.031284 -2.201962 -3.442253 -1.1 -0.7 -0.3
C -2.025089 -3.552877 -3.055766 -0.2 -0.3 -1.0
C -1.008994 -4.045611 -2.258059 0.1 0.6 0.3
C -0.020373 -3.135798 -1.853010 -0.1 0.2 0.1
C -0.015622 -1.760814 -2.177895 -0.1 -1.1 0.1
C -0.883361 0.825918 -5.641309 -1.8 -0.8 0.8
C 0.191697 1.488115 -6.128817 2.0 0.4 0.4
C 0.595671 1.317316 -7.439946 -1.4 -0.1 -0.1
C -0.293776 0.645367 -8.263124 0.2 -0.3 -0.9
C -1.505472 0.113490 -7.797087 -0.2 -0.8 0.6
C -1.809192 0.103271 -6.416112 1.6 1.6 -1.6
H -3.805185 -0.288179 -2.004381 0.4 -0.1 -0.1
H -6.006697 0.548935 -1.863945 -0.3 0.1 0.3
H -6.615235 2.790568 -2.758410 -0.5 0.2 -0.1
H -4.913235 4.050405 -4.154622 -0.2 -0.8 0.3
H -2.726637 3.101763 -4.484824 -0.5 -0.3 0.5
H -2.834837 -1.908354 -4.140604 0.5 0.1 0.5
H -2.743520 -4.256909 -3.515760 0.3 0.6 0.5
H -0.998260 -5.100109 -1.923163 0.2 0.8 -0.4
H 0.763580 -3.549056 -1.258123 0.6 0.1 0.4
H 0.841978 -1.113943 -1.865257 -1.0 -0.7 -0.2
H 0.811611 2.046011 -5.425310 0.0 -0.1 -0.2
H 1.502427 1.729544 -7.823977 0.4 0.2 -0.1
H -0.000376 0.517185 -9.319849 -0.5 0.0 0.6
H -2.163506 -0.403292 -8.500237 0.2 0.3 0.2
H -2.741154 -0.227345 -6.007489 -0.3 -0.5 0.0
C 4.176866 1.194114 4.169794 2.0 -0.1 2.0
C 3.818096 0.215835 3.124711 0.4 -0.3 -1.3
N 2.852709 0.906152 2.259162 0.2 -0.5 -0.3
C 3.198489 2.097891 1.663103 -0.7 -0.7 0.5
N 2.602880 2.383147 0.513621 0.8 1.2 1.4
C 2.748158 3.755573 0.021840 -0.4 -0.1 -0.3
C 3.288084 4.736738 1.041795 -0.3 0.2 -0.8
C 4.432662 4.209694 1.844338 -0.3 -1.3 0.8
N 3.991862 2.883389 2.413201 1.1 1.7 -0.7
C 4.803667 2.409316 3.560000 0.4 -0.2 -1.6
H 4.994468 0.810142 4.855967 -1.2 0.0 -0.5
H 3.313300 1.457890 4.768823 -0.2 0.0 0.1
H 3.376928 -0.682154 3.536932 -0.3 -0.1 0.0
H 4.708232 -0.122107 2.526099 -0.6 0.3 0.6
H 2.386429 0.308884 1.606738 -0.2 -0.4 -0.2
H 1.751828 4.097649 -0.353635 0.7 -0.1 0.3
H 3.405011 3.734241 -0.822936 0.5 0.0 -0.8
H 2.458549 4.925007 1.679013 -0.6 0.7 0.9
H 3.576707 5.636934 0.498806 -0.1 0.2 0.2
H 4.663694 4.840458 2.726085 0.0 -0.2 -0.7
H 5.318046 4.090292 1.211231 0.1 -0.1 0.2
H 4.900167 3.228800 4.257018 -0.1 0.2 0.2
H 5.846061 2.153744 3.192079 -1.0 0.3 0.3